The following is a quantum chemistry calculation of a 3-piece molecular cluster, C14H45N6O5P3Si overall at a distorted geometry, from the Open Molecules 2025 dataset.

Cartesian coordinates (Å):
C 1.307 4.570 2.488
N 1.356 3.236 3.036
C 0.068 2.855 3.600
P 2.552 2.062 3.038
O 1.886 1.285 1.876
N 3.986 2.364 2.164
C 4.324 3.575 1.438
C 4.453 1.223 1.355
N 3.318 2.956 4.373
C 3.062 2.292 5.655
C 3.468 4.380 4.602
H 1.071 5.294 3.280
H 0.534 4.663 1.716
H 2.236 4.903 2.038
H 0.044 3.076 4.670
H -0.125 1.785 3.472
H -0.773 3.379 3.126
H 3.523 3.879 0.765
H 5.214 3.445 0.809
H 4.590 4.391 2.103
H 3.946 1.183 0.382
H 4.282 0.276 1.885
H 5.541 1.280 1.185
H 2.072 2.551 6.044
H 3.818 2.560 6.402
H 3.104 1.203 5.539
H 2.596 4.808 5.113
H 3.634 4.984 3.702
H 4.338 4.564 5.242
C -4.808 -2.107 -0.669
N -4.200 -2.609 -1.877
C -4.822 -2.023 -3.058
P -2.890 -3.620 -2.143
O -1.953 -2.432 -2.470
N -1.968 -4.125 -0.799
C -2.223 -3.813 0.596
C -0.510 -4.056 -1.005
N -3.968 -4.986 -1.768
C -4.383 -5.672 -2.996
C -5.014 -5.127 -0.773
H -5.873 -2.375 -0.644
H -4.742 -1.014 -0.606
H -4.374 -2.497 0.245
H -5.617 -2.674 -3.428
H -4.096 -1.885 -3.866
H -5.256 -1.034 -2.860
H -2.372 -2.745 0.750
H -1.383 -4.097 1.242
H -3.062 -4.374 0.995
H -0.122 -3.049 -0.811
H -0.250 -4.347 -2.032
H 0.014 -4.771 -0.349
H -5.212 -5.146 -3.481
H -4.688 -6.704 -2.793
H -3.552 -5.720 -3.708
H -5.980 -4.756 -1.137
H -4.822 -4.624 0.182
H -5.149 -6.185 -0.524
C 2.988 0.213 -2.331
O 3.032 0.428 -3.785
C 2.814 1.835 -4.153
Si 1.169 2.595 -3.435
P -0.536 1.344 -4.028
O 0.038 -0.294 -4.272
O -1.861 1.418 -2.901
H 3.376 1.105 -1.681
H 3.718 -0.704 -2.104
H 1.909 -0.175 -2.015
H 2.672 1.848 -5.339
H 3.760 2.536 -3.961
H 1.388 2.660 -1.968
H 1.119 3.976 -3.893
H -0.210 -0.887 -3.481
H -1.526 1.645 -1.962

## Properties
HOMO-LUMO gap ... 6.09 eV
E_LUMO ... -0.052 Eh
2S+1 ... 1
HOMO energy ... -7.492 eV

---

The following is a quantum chemistry calculation of a 10-piece molecular cluster, C14H48N4O10 overall at a distorted geometry, from the Open Molecules 2025 dataset.

Cartesian coordinates (Å):
N -1.477 7.695 -1.974
C -0.328 8.206 -2.207
N -0.289 9.412 -1.792
O 0.656 7.636 -2.614
H -1.696 6.750 -2.255
H -2.113 8.257 -1.426
H -1.135 9.740 -1.350
H 0.461 10.033 -2.061
N 3.554 5.673 -6.695
C 3.300 4.502 -7.091
N 2.724 3.773 -6.154
O 3.681 4.169 -8.148
H 3.434 6.031 -5.758
H 3.992 6.285 -7.369
H 2.535 2.820 -6.430
H 2.396 4.227 -5.314
C 2.310 -7.125 -3.000
C 1.800 -8.591 -3.070
C 1.404 -9.169 -1.737
O 0.621 -8.630 -3.890
H 2.399 -6.756 -4.021
H 3.231 -7.030 -2.424
H 1.569 -6.454 -2.567
H 2.552 -9.129 -3.648
H 1.086 -10.211 -1.758
H 0.634 -8.586 -1.231
H 2.221 -9.068 -1.023
H 0.572 -9.460 -4.372
C -1.577 4.748 5.151
C -2.063 4.892 3.697
C -3.149 5.888 3.461
O -0.974 5.037 2.820
H -1.133 5.662 5.546
H -0.902 3.893 5.123
H -2.391 4.508 5.834
H -2.388 3.884 3.438
H -2.746 6.899 3.398
H -3.833 5.933 4.308
H -3.712 5.464 2.629
H -1.208 5.410 1.967
C 0.436 -0.571 -1.017
O -0.024 0.188 -2.117
H -0.204 -1.453 -1.005
H 1.453 -0.958 -1.094
H 0.196 -0.118 -0.055
H -0.921 0.514 -2.014
C 4.671 1.629 3.496
O 4.748 0.450 4.309
H 5.198 2.422 4.025
H 5.211 1.477 2.561
H 3.610 1.829 3.345
H 5.694 0.356 4.446
C -5.894 1.372 -1.299
O -5.315 2.180 -2.258
H -5.748 1.869 -0.340
H -6.937 1.135 -1.508
H -5.252 0.494 -1.235
H -5.341 1.613 -3.032
C -1.213 -2.174 5.728
O -2.337 -2.446 6.518
H -1.676 -1.914 4.777
H -0.588 -1.424 6.214
H -0.664 -3.111 5.630
H -2.281 -2.132 7.423
C -4.280 -6.347 -1.215
O -3.874 -6.296 -2.558
H -5.164 -5.734 -1.036
H -4.690 -7.323 -0.957
H -3.578 -5.852 -0.545
H -3.067 -6.814 -2.591
C 3.958 -5.370 3.592
O 3.659 -4.222 2.878
H 3.640 -6.336 3.200
H 5.042 -5.450 3.663
H 3.581 -5.175 4.596
H 3.932 -3.527 3.480

## Properties
HOMO-LUMO gap ... 9.50 eV
E_LUMO ... 0.003 Eh
2S+1 ... 1
HOMO energy ... -9.425 eV
Energy above the lowest of the compared OMol25 structures with the same formula, charge and spin ... 153.2 kcal per mole

---

The following is a quantum chemistry calculation of a 10-piece molecular cluster, C14H48N4O10 overall at a distorted geometry, from the Open Molecules 2025 dataset.

Cartesian coordinates (Å):
N 0.317 -1.078 0.852
C -0.312 -0.127 0.282
N -1.188 -0.557 -0.621
O -0.014 1.246 0.473
H 1.127 -0.869 1.445
H 0.075 -2.077 0.597
H -1.916 0.158 -0.879
H -1.320 -1.571 -0.766
N -0.665 0.710 -5.293
C -0.971 0.100 -4.149
N -0.112 0.229 -3.153
O -2.150 -0.670 -4.073
H -1.299 0.605 -6.123
H 0.214 1.237 -5.425
H -0.366 -0.181 -2.213
H 0.695 0.888 -3.111
C -2.544 3.827 0.793
C -3.142 2.654 1.590
O -2.134 2.057 2.324
H -1.987 4.422 1.529
H -3.254 4.368 0.226
H -1.851 3.454 0.105
H -3.411 1.923 0.858
H -3.907 2.919 2.277
H -1.469 1.690 1.744
C 4.111 3.374 0.417
C 2.776 2.844 -0.154
O 1.585 3.646 0.220
H 4.176 3.750 1.400
H 4.224 4.138 -0.403
H 4.925 2.653 0.457
H 2.598 1.856 0.328
H 2.722 2.648 -1.206
H 0.922 3.062 0.551
C 3.299 -2.282 2.373
C 2.237 -2.323 3.378
O 1.762 -1.061 3.542
H 4.050 -1.666 2.769
H 3.030 -1.946 1.438
H 3.685 -3.253 2.171
H 2.678 -2.760 4.338
H 1.496 -3.098 3.266
H 0.938 -1.125 4.024
C -4.562 -0.060 -1.115
C -4.096 1.214 -1.816
O -2.736 1.425 -1.421
H -4.272 -0.135 -0.041
H -4.215 -0.956 -1.617
H -5.613 -0.008 -1.291
H -4.755 2.047 -1.593
H -4.260 1.154 -2.896
H -2.399 2.021 -2.068
C 2.621 1.968 3.332
O 3.189 0.859 2.652
H 1.606 2.115 2.853
H 3.254 2.832 3.202
H 2.563 1.850 4.425
H 2.750 0.037 2.948
C -2.778 -3.080 -0.438
O -1.714 -2.971 -1.328
H -2.609 -2.438 0.464
H -2.769 -4.011 0.091
H -3.739 -2.841 -0.958
H -1.974 -3.474 -2.080
C 2.394 -0.994 -1.548
O 2.949 -1.299 -2.833
H 3.039 -1.497 -0.839
H 1.427 -1.476 -1.480
H 2.206 0.076 -1.402
H 2.328 -0.972 -3.483
C 0.506 -4.323 0.715
O 0.682 -3.631 -0.442
H -0.334 -3.901 1.218
H 1.505 -4.219 1.241
H 0.210 -5.316 0.393
H -0.037 -3.812 -1.045

## Properties
HOMO-LUMO gap ... 9.12 eV
E_LUMO ... 0.004 Eh
2S+1 ... 1
HOMO energy ... -9.014 eV
Energy above the lowest of the compared OMol25 structures with the same formula, charge and spin ... 156.9 kcal per mole